C14H26EuN6O6 | ωB97M-V with the def2-TZVPD basis set

Values from the calculation:
orbital gap (spin up / spin down): 5.208 / 6.070 eV
spin multiplicity: 7
molecular weight: 526.36 g mol⁻¹
energy: -55479.3002 eV
charge: +1

Geometry (Å):
O 2.966 -1.176 -0.031
H 3.600 -1.723 0.802
Eu 0.795 0.000 -0.924
N 1.913 2.190 -0.586
N 1.075 1.044 1.453
N -0.210 -2.092 -2.091
N -0.683 -1.623 0.350
O 2.158 2.698 -1.730
O 0.038 -2.215 -3.363
O -1.115 -1.251 1.595
O 0.697 0.316 2.463
C 1.835 2.147 1.729
C 2.281 2.827 0.568
C -0.992 -3.025 -1.500
C -1.260 -2.747 -0.118
C 3.118 4.049 0.612
H 4.140 3.808 0.939
H 2.705 4.771 1.329
H 3.167 4.506 -0.379
C 2.205 2.569 3.107
H 3.262 2.346 3.314
H 1.588 2.034 3.835
H 2.066 3.652 3.234
C -1.539 -4.222 -2.193
C -2.145 -3.642 0.682
H -1.194 -4.241 -3.230
H -2.639 -4.220 -2.181
H -1.210 -5.144 -1.690
H -2.169 -3.311 1.726
H -1.782 -4.680 0.636
H -3.168 -3.638 0.275
H 0.898 -0.914 -3.478
H -0.363 -0.617 1.944
C 4.495 -2.333 1.504
H 5.478 -2.044 1.128
H 4.316 -3.401 1.373
H 4.366 -2.033 2.546
O 1.349 -0.081 -3.073
H 3.608 -1.094 -0.757
H 1.600 0.568 -3.750
N -5.416 2.251 0.002
C -4.147 1.882 -0.305
C -3.037 2.536 0.284
C -1.755 2.123 -0.062
N -1.514 1.118 -0.941
C -2.578 0.482 -1.498
C -3.897 0.831 -1.223
H -5.603 2.997 0.658
H -6.215 1.793 -0.419
H -3.170 3.349 0.995
H -0.864 2.609 0.356
H -2.342 -0.326 -2.203
H -4.711 0.296 -1.713

Forces on atoms 1 to 3 (eV/Å):
O -0.03 0.21 -0.19
H -1.09 0.82 -1.08
Eu -1.33 -0.93 1.52

***

C2H8CsO2 | ωB97M-V with the def2-TZVPD basis set

Values from the calculation:
orbital gap: 8.994 eV
molecular weight: 196.99 g mol⁻¹
energy: -6840.1754 eV
charge: +1

Geometry (Å):
Cs -0.056 -0.179 -3.697
C 2.493 -4.243 0.596
O 1.647 -3.128 0.363
H 2.594 -4.847 -0.306
H 3.432 -3.808 0.936
H 2.076 -4.943 1.320
H 1.386 -2.786 1.222
C -1.978 4.124 0.117
O -2.548 3.505 -1.036
H -1.089 4.682 -0.178
H -2.718 4.763 0.599
H -1.756 3.391 0.892
H -3.484 3.469 -0.826

Forces on atoms 1 to 3 (eV/Å):
Cs -0.01 0.02 0.10
C 0.15 0.05 0.24
O -0.73 0.06 -0.40